{"formula": "C57H123F3MgN3O20S7", "method": "ωB97M-V/def2-TZVPD", "species": ["C", "H", "O", "C", "H", "C", "H", "C", "H", "H", "C", "O", "S", "H", "H", "C", "C", "O", "H", "H", "H", "H", "H", "H", "C", "H", "C", "O", "O", "H", "H", "H", "C", "H", "H", "C", "H", "C", "N", "H", "H", "H", "H", "C", "O", "H", "C", "H", "H", "H", "H", "H", "H", "C", "C", "O", "F", "H", "H", "H", "C", "C", "H", "C", "C", "H", "H", "H", "H", "O", "C", "N", "H", "C", "H", "H", "H", "H", "H", "H", "H", "C", "O", "H", "O", "C", "H", "C", "H", "H", "C", "H", "C", "H", "C", "H", "C", "H", "C", "O", "C", "C", "C", "H", "H", "H", "C", "H", "H", "C", "Mg", "C", "H", "H", "C", "C", "H", "H", "C", "H", "C", "C", "H", "S", "F", "H", "H", "C", "S", "H", "H", "H", "H", "H", "H", "C", "H", "C", "H", "O", "H", "C", "C", "C", "H", "H", "H", "O", "H", "H", "H", "O", "C", "C", "H", "H", "C", "S", "H", "C", "H", "H", "S", "H", "H", "S", "O", "C", "O", "H", "H", "H", "H", "C", "H", "O", "C", "C", "O", "O", "N", "H", "H", "H", "H", "H", "H", "H", "H", "H", "H", "H", "H", "H", "H", "C", "S", "H", "H", "H", "H", "O", "H", "H", "C", "F", "H", "H", "H", "H", "H", "H", "H", "H"], "xyz": [[3.247, 6.804, -1.144], [-4.794, 2.657, -3.268], [7.422, -4.211, -2.074], [-0.248, 5.693, 3.408], [0.354, 1.407, -6.458], [-1.147, 4.487, 3.598], [1.775, -4.479, -5.172], [0.459, 0.698, -0.207], [4.182, 3.707, -0.136], [2.209, -0.271, 2.565], [1.578, -0.703, 4.525], [-4.384, -3.542, 0.440], [-4.456, 1.131, -1.445], [-3.277, -6.503, -2.955], [0.618, -6.154, -1.156], [-2.794, 7.639, -1.662], [5.280, -1.019, -4.172], [-3.855, -0.276, -1.209], [-4.443, -5.602, -1.902], [-2.316, 1.792, -0.239], [-6.171, 4.047, 1.510], [2.060, -1.309, 6.587], [-7.518, -4.250, 2.190], [-0.592, 2.630, 0.311], [4.406, 0.663, 0.945], [1.468, 1.047, 3.264], [2.179, 0.260, 3.516], [-0.668, -0.219, -0.340], [-4.207, 6.164, 3.069], [1.888, 5.553, -3.977], [1.071, 1.789, -4.912], [2.974, -7.332, 1.756], [-1.476, -3.928, 3.557], [-3.968, 5.982, -2.470], [-0.855, -6.516, -0.366], [6.168, -0.934, -5.382], [-1.614, 6.532, 2.070], [3.685, -4.403, -2.023], [4.511, -1.022, -3.275], [0.944, -5.021, 4.773], [2.697, 7.270, -1.961], [7.591, -1.740, -2.511], [-7.031, 5.061, 2.523], [3.870, 4.696, 0.198], [5.679, 2.294, -6.811], [-2.308, -4.581, 6.780], [-3.248, 8.819, -0.824], [2.153, -5.467, 6.090], [-2.316, 2.368, -2.049], [3.429, 5.347, 6.328], [2.694, 0.352, 6.185], [-0.344, 7.743, 2.596], [3.723, 1.016, 1.717], [0.431, 1.071, -5.424], [4.075, 2.074, -4.963], [-3.680, -2.981, -2.049], [1.543, -2.031, 1.034], [-0.760, -1.001, 1.507], [-4.835, 5.941, 0.125], [-5.740, 4.206, 3.287], [0.054, 4.900, -4.637], [-4.617, 1.581, -3.238], [6.513, 3.596, -4.233], [-2.846, 2.153, -1.121], [-7.421, -3.796, -2.208], [-5.961, -5.881, -0.134], [3.165, 0.587, 3.846], [4.301, 6.985, -1.353], [3.724, -5.092, -1.179], [0.985, -1.789, 4.285], [-1.538, -4.066, 6.206], [4.521, 4.103, 3.651], [-7.178, -3.680, 0.558], [3.110, 5.302, -0.994], [-2.221, -3.858, 2.764], [1.029, -0.034, 6.432], [3.489, -3.345, -1.851], [2.806, -3.251, -4.293], [-0.989, -2.973, -3.197], [-2.743, -5.957, -1.407], [5.260, -3.697, -0.344], [-0.787, -1.380, 0.485], [-1.736, 6.943, -1.555], [4.662, -4.384, -2.507], [0.550, -6.618, 1.964], [4.136, 4.830, 4.413], [-7.869, -4.018, -3.176], [6.322, -3.723, -0.100], [6.548, 4.313, -5.915], [-9.024, -1.217, -2.333], [-1.190, -3.983, -2.840], [4.014, -3.830, 2.803], [-4.769, 5.566, 2.154], [-3.923, 4.503, 0.487], [0.845, 5.868, -3.945], [-4.677, -0.428, 4.598], [0.191, -6.819, -0.405], [-4.902, 7.425, -2.333], [1.040, -0.889, -3.477], [6.531, -0.582, 1.269], [-2.231, -3.744, 4.913], [7.044, -3.321, -1.310], [1.921, -4.847, 5.224], [-5.559, 1.139, -3.561], [1.931, -3.864, 5.696], [6.693, -3.295, 0.832], [0.091, 1.884, 0.717], [-3.220, 3.163, -0.955], [0.926, 2.551, 0.930], [2.521, -7.208, 0.773], [-4.010, -1.929, -0.456], [-3.408, -5.699, -2.231], [5.542, -1.029, -6.270], [-1.480, 3.929, 2.723], [2.657, -4.298, -4.558], [-6.012, 4.711, 2.360], [6.724, -0.002, -5.280], [-0.388, 1.471, 1.605], [5.941, 3.898, -5.111], [-1.199, -3.217, 6.800], [1.002, -6.866, 0.840], [3.678, 5.848, 5.393], [-3.453, 9.637, -1.515], [-5.084, -4.369, 1.542], [0.189, -3.604, 0.595], [-7.008, 0.476, 2.393], [2.532, -3.102, 3.254], [-0.968, 6.893, 2.871], [-3.140, -4.048, -3.007], [4.010, -0.245, 0.493], [-6.729, -2.652, 1.945], [-0.892, -4.076, -1.796], [-1.021, -4.911, 3.434], [2.927, 6.590, 5.122], [-7.893, -0.104, -1.681], [-6.814, -3.678, 1.586], [2.995, -6.384, 0.240], [-4.584, -0.936, 3.638], [2.529, -4.637, 2.143], [-4.866, -1.068, 1.079], [6.874, -1.764, -5.353], [-3.904, 7.065, -2.581], [0.403, -2.344, 0.332], [-4.121, 5.518, 0.831], [0.250, -7.762, -0.947], [-2.392, 9.171, -0.248], [6.369, -4.812, -0.118], [2.738, -6.573, -3.268], [-3.800, -1.686, 3.741], [-0.868, -3.025, 3.499], [-6.194, 1.877, 2.805], [-5.755, -2.046, -1.027], [2.961, -4.060, 2.961], [-6.135, 1.056, 2.091], [0.074, -0.520, -3.135], [-6.632, -4.528, -2.032], [2.933, -5.046, 4.086], [2.274, -5.154, -2.979], [-5.477, -1.553, 3.537], [-8.166, -1.159, -1.663], [-3.689, 7.170, -3.645], [1.779, -0.179, -3.105], [0.979, -0.658, -5.318], [3.906, 1.093, -5.408], [2.662, -8.135, 0.217], [-4.598, 0.051, 2.134], [-2.119, -1.920, 0.243], [6.157, 1.112, 2.842], [-3.446, -3.544, 4.989], [-8.461, -1.458, -0.657], [-3.122, 5.955, 0.816], [6.989, 0.784, 3.464], [-2.014, 4.988, 4.028], [-5.353, -6.015, 0.761], [3.090, 4.713, 0.960], [2.669, 4.495, -1.795], [5.799, 0.377, 1.582], [1.945, -0.413, 5.978], [-0.314, -1.377, -5.719], [0.948, 5.609, 3.486], [-0.448, 4.057, -5.218], [5.217, 4.674, -4.866], [1.268, -1.947, -3.346], [0.566, 6.874, -4.256], [-6.061, -6.724, 1.188], [1.402, 0.213, 0.043], [5.220, 1.188, 3.394], [3.038, 7.245, -0.169], [-0.571, 1.197, -5.015], [-0.709, -4.709, 5.910], [4.542, 6.454, 5.667], [6.497, -1.144, -1.250], [-4.417, -6.533, 0.551], [7.987, -1.555, -0.645], [4.621, 1.417, 0.188], [5.253, 2.688, -5.725], [-6.709, -2.110, -2.193], [-3.756, 1.348, -3.865], [-0.891, 3.721, 4.330], [0.649, 1.122, -1.192], [-8.185, -4.051, -1.474], [3.782, -5.916, 4.268], [4.730, 5.273, 0.538], [0.536, 5.817, -2.900], [7.318, -1.830, -1.460], [0.779, -2.411, -0.902], [-0.875, -4.726, -3.573], [6.330, 2.167, 2.627], [4.307, 1.796, -3.935], [3.224, 2.756, -4.968], [3.565, -4.656, -5.044], [-1.653, 7.297, 3.617], [-4.097, 8.474, -0.234], [-6.317, 1.364, 1.061]], "forces_ev_per_a": [[-0.3037, -0.3696, -0.0923], [0.1521, 0.1493, 0.2750], [-0.2931, 1.8850, 0.1478], [0.3021, -1.1664, -1.5452], [0.2471, -0.4482, -0.1170], [-1.2198, 0.3406, 1.2988], [0.1830, 0.3388, -0.2474], [-0.9473, 0.4685, -0.2158], [-0.2405, -0.0130, 0.4926], [0.4000, -0.2134, 0.0277], [0.2906, -2.9005, 0.7897], [-1.3055, -3.7391, 2.6134], [3.7865, -0.9983, 0.2923], [-0.2508, 0.2824, -0.3655], [0.4205, 0.2832, 0.2309], [1.3571, -3.6359, -0.1514], [-2.0789, 0.0065, 1.7796], [-0.9540, 4.5344, -2.5057], [0.0840, -0.3897, 0.0610], [-0.1800, -0.4419, -0.5841], [0.4839, -0.3611, 0.1415], [0.5336, -0.1999, -0.4289], [0.3730, -0.1625, 0.2381], [-0.3404, -0.4816, -0.5342], [1.6334, -0.2517, 0.3401], [0.2068, 0.5451, 0.5494], [-1.2080, -1.2944, -0.6787], [1.2575, 0.4079, -0.7095], [-1.2054, -0.7210, -0.8156], [-0.0194, 0.5386, -0.1890], [0.2413, -0.2390, 0.0716], [-0.3663, 0.2488, 0.0435], [-1.9842, 0.9090, 0.9975], [0.3650, -0.1062, 0.3106], [0.1010, -0.1163, 0.8575], [-0.5209, -0.4299, 1.5124], [0.1432, 0.2881, -0.1447], [-0.7157, -0.2024, -0.4908], [2.4993, -0.0883, -2.7943], [-0.1674, -0.0363, 0.3909], [-0.3095, -0.1995, 0.2261], [0.8374, 0.6369, 0.2985], [0.3788, 1.1536, 0.1596], [-0.7531, 0.7375, -0.7062], [-1.1685, -0.0996, 1.6920], [0.3241, -0.1603, 0.1744], [1.9841, -0.3003, -0.7358], [-0.1675, -0.7209, -0.5330], [0.4538, -1.1452, 0.0226], [-0.3753, -0.0358, -0.1457], [0.1686, -0.2677, -0.3460], [0.2880, -0.4597, -0.2923], [0.1757, 0.3125, -0.3522], [0.1707, 0.5834, 0.3627], [0.9597, -0.7723, -0.5372], [0.8245, -2.0827, -2.4444], [-0.6659, 0.7457, 0.2531], [0.2381, -0.2025, 0.6042], [0.2603, 0.2233, -0.3698], [-0.2509, -0.5664, -0.1150], [0.3484, -0.1542, -0.3092], [-0.3685, -0.1866, 0.7711], [0.0343, 0.1976, -0.0004], [-2.3074, 0.9859, -0.5977], [-0.2754, -0.4326, 0.0317], [0.6701, 0.6056, -0.6656], [-0.3380, 0.2539, -0.0579], [0.1620, -0.0642, 0.1236], [0.0852, 0.6147, 0.3223], [1.2054, 3.6058, 0.0769], [0.2196, -0.3114, -0.4937], [1.1847, -2.4378, -2.3217], [0.1509, 0.1443, 0.0340], [1.9722, -1.1845, -0.4706], [-0.0742, 0.1742, -0.0527], [-0.3147, 0.4175, -0.0234], [-0.4499, -0.1158, 0.6866], [-0.2653, 0.1903, -0.3256], [0.1362, -0.0972, -0.0793], [-0.0887, 0.5980, 0.1673], [-0.2356, 1.2513, 0.6898], [-4.4198, 0.3372, 0.5917], [-3.0877, 3.0846, -0.0540], [-0.2009, -0.6805, -0.5939], [-0.0107, -0.1942, -1.7940], [-1.9531, 3.4350, 2.5634], [0.1763, 0.3019, -0.1775], [-0.6262, -1.7941, 0.1330], [0.3964, -0.0956, 0.3537], [0.1621, -0.5123, -0.2076], [-2.4230, 0.4565, -0.5716], [0.1107, -0.3817, -0.4886], [0.6674, 0.8471, 1.6359], [-0.4582, -0.3003, 0.1668], [-0.4257, 0.3852, 1.1251], [0.1303, 0.5242, -0.2521], [-0.1155, -0.0659, -1.4285], [0.1168, 0.4361, -0.2092], [-0.0871, 1.4015, -1.5343], [-1.7922, 2.0010, -0.3446], [-1.3548, -0.9417, -0.3770], [0.5261, -0.4564, -0.3895], [0.1529, 0.0343, -0.2594], [0.2646, -0.3149, -0.2599], [-0.0375, 0.4991, -0.7743], [-0.6078, 0.2149, -0.1282], [0.1416, -0.2639, 0.0133], [-0.2161, 0.1645, 0.6000], [0.4798, -0.5141, 0.4622], [-1.2261, 0.0031, -0.5507], [3.1460, -0.6199, 1.2381], [0.0561, 0.4843, -0.0281], [0.1914, 0.3917, -0.0049], [0.2456, 0.5216, -0.4413], [-0.6928, 0.2675, 0.7239], [0.0676, -0.3669, 0.1004], [-0.1365, 0.0134, -0.5232], [0.2489, 0.2380, 0.3601], [-0.4632, -0.0326, -0.7449], [0.1196, 0.1144, -0.3142], [0.8109, 0.2499, 2.9689], [1.0518, -0.1838, 0.5453], [-0.6948, -0.0367, 0.0722], [0.3560, 1.0212, -1.2323], [-1.3113, -1.7149, 1.7706], [0.0860, -0.6118, -0.1789], [-0.7656, -0.4698, -0.4726], [-0.3479, 0.5701, 0.5761], [2.0090, 0.6871, 1.5906], [0.1749, 0.0511, -0.1235], [0.1846, -0.1650, -0.1007], [-0.1732, -0.3634, -0.1874], [0.6262, 0.3331, 0.3572], [-0.2393, -0.7555, -0.5708], [0.3319, -0.0642, 0.2043], [0.3601, -0.6418, -0.5114], [0.2217, -0.1673, -0.0828], [-1.5635, -0.3037, 0.6243], [-0.1917, 0.8124, -0.4705], [-0.6533, 2.5612, 3.0428], [-0.0218, -0.0048, 0.0075], [0.2511, -0.2311, 0.2478], [0.3356, -0.1466, 0.1638], [0.3767, -0.4368, -0.9280], [-0.0013, -0.3433, 0.2321], [-0.2683, -0.1751, 0.4984], [0.6861, -0.2196, 0.6189], [-1.0666, 0.9121, 0.7446], [0.5234, 0.4642, -0.7254], [0.8042, -0.5051, -0.3017], [0.7932, 0.2115, -0.2290], [-4.3540, 0.0102, -1.5977], [0.7649, -0.3741, 0.5707], [-0.7544, -0.8936, 1.0269], [-0.1755, -0.6616, 0.2069], [0.3888, 0.3787, -0.2022], [1.4139, -0.4382, 3.0194], [3.1950, -0.7864, -1.4403], [-0.2171, -0.0071, 0.0665], [-0.0686, 0.1050, 0.0406], [0.0281, 0.5012, 0.0268], [0.4099, -0.4924, 0.1894], [-2.1330, -0.2617, 0.1343], [-0.7001, 0.2482, -0.4005], [0.1183, 0.1199, -0.2637], [0.5673, -1.4008, -1.8593], [4.2780, 0.6226, 0.5829], [-0.7891, 1.4529, -0.1818], [1.1432, 0.4412, -0.8602], [0.1272, -0.0261, -0.0142], [-0.4249, 0.5999, 0.0015], [-0.1856, -0.5655, -0.4789], [-0.6924, -0.4748, -0.1118], [-1.2764, 0.0903, -0.6507], [0.3393, -0.5406, 0.5835], [-0.5653, 1.1926, 0.0506], [1.2201, -3.1015, 0.8441], [-1.2221, 0.1679, 0.3614], [1.4175, 0.1542, 0.2639], [0.8141, 0.3398, 0.5367], [-0.7979, -0.6629, -0.4303], [-0.1234, -0.1199, 0.4269], [-0.1222, 0.3456, 0.3563], [0.5959, -0.0128, -0.3140], [0.3659, 0.2076, 1.4180], [-0.1501, -0.1599, 0.5083], [0.1287, -0.1419, 0.4805], [-0.1002, 0.2805, -0.1381], [0.0103, -0.4787, 0.1885], [0.1071, -0.0120, 0.7586], [0.2760, -0.0673, -0.1323], [-0.5127, -0.6027, -0.0874], [0.0203, 0.4355, 0.1118], [0.7689, -0.0040, -0.5413], [-0.5046, 0.1105, -0.1102], [0.7944, 0.2935, -0.8225], [0.2315, -0.3609, 0.5311], [-0.0892, -0.3444, 0.2442], [0.8252, 0.2888, -0.0049], [-0.2008, -0.2094, -0.2684], [-0.0599, 0.6638, 0.2844], [-0.9346, 0.8417, -1.1645], [-0.1750, 0.1068, 0.0138], [0.1456, -0.0062, 0.1648], [-0.3985, -0.8113, -0.6463], [1.0724, 0.9682, -3.4505], [0.3329, -0.0604, 0.3527], [0.0800, 0.2131, -0.1942], [0.2708, 0.6093, 0.2153], [-0.0512, -0.1807, -0.1300], [-0.0928, -0.4229, 0.3962], [-0.2162, -0.2147, 0.1409], [-0.0073, 0.4267, -0.0029], [0.5090, 0.0709, 0.0606]], "lumo_energy_ev": -2.11, "orbital_gap_ev": 7.65, "charge": 1, "energy_ev": -195953.69088, "homo_energy_ev": -9.76}